(1)
76
Properties=species:S:1:pos:R:3:forces:R:3 method="wB97M-V/def2-TZVPD" homo_ev=-18.383 gap_ha=0.0639 total_charge=+4
C 18.2581 10.3365 -12.4235 0.39 -0.22 -0.05
C 17.3504 9.5430 -11.4954 -1.67 -0.83 0.40
C 18.0566 8.7730 -10.3767 0.19 0.66 0.39
N 17.2101 8.1091 -9.3176 -1.37 0.79 0.66
C 16.3099 7.0229 -9.8500 0.13 0.18 -0.20
C 16.3597 9.1563 -8.5357 0.68 -0.49 -0.04
C 15.9811 8.4449 -7.2319 -1.21 -0.90 -0.23
C 17.0398 7.3657 -7.0333 1.25 0.41 0.21
C 18.0413 7.5721 -8.1678 0.04 -0.45 0.04
H 18.6028 11.2627 -11.9585 -0.15 0.03 0.05
H 17.7377 10.5749 -13.3524 -0.05 0.04 0.12
H 19.1717 9.8187 -12.7196 -0.12 -0.28 0.10
H 16.6681 8.8362 -11.9834 0.57 -0.10 -0.71
H 16.5787 10.2108 -11.0879 0.41 0.33 0.38
H 18.6115 9.5215 -9.8093 0.59 -0.40 -0.06
H 18.6875 7.9791 -10.7718 0.25 0.20 -0.04
H 15.4493 7.4072 -10.3956 0.28 0.40 -0.15
H 15.8832 6.4480 -9.0343 0.36 -0.12 0.07
H 16.9155 6.4116 -10.5145 -0.09 -0.22 0.11
H 15.5789 9.4997 -9.2088 -0.23 -0.11 0.22
H 17.0280 9.9804 -8.2870 0.13 -0.04 -0.31
H 15.0077 7.9538 -7.3114 -0.07 0.15 -0.17
H 15.9096 9.0391 -6.3236 0.17 0.59 -0.38
H 16.7061 6.3320 -7.0231 -0.36 0.14 0.13
H 17.5672 7.5682 -6.1024 0.02 -0.36 0.05
H 18.5236 6.6240 -8.3981 0.13 0.19 -0.50
H 18.7812 8.3372 -7.9413 0.02 -0.04 -0.03
Hf 11.5752 12.9158 -7.4548 7.20 5.03 -3.44
C 15.5182 12.7539 -9.0985 0.69 -0.02 0.29
C 14.7197 14.0048 -8.7991 -0.50 -0.62 0.53
O 13.3944 13.6016 -8.3807 -5.33 -2.31 2.48
H 15.7055 12.1422 -8.2129 -0.12 0.34 0.29
H 16.4978 13.1033 -9.4260 -0.03 -0.22 -0.31
H 15.1051 12.0379 -9.8100 -0.25 0.54 -0.38
H 14.6345 14.7081 -9.6316 -0.16 -0.22 -0.11
H 15.1375 14.5689 -7.9618 0.14 -0.14 -0.03
C 18.7868 12.9668 -7.7831 0.13 0.17 -0.07
N 19.2746 11.5781 -8.0101 -1.02 0.29 -0.35
O 19.8409 11.3757 -9.0579 0.33 -0.23 0.06
O 18.9318 10.7323 -7.2068 0.25 -0.21 0.10
H 19.6470 13.5832 -7.5342 -0.09 0.05 0.15
H 18.0075 12.9447 -7.0295 0.31 0.00 0.29
H 18.3642 13.2909 -8.7278 0.29 0.09 -0.09
C 15.5815 17.6927 -8.1778 0.62 0.29 0.60
N 15.7020 18.0844 -9.6040 -0.10 -0.37 -0.30
O 15.3434 19.1815 -9.9180 0.03 0.16 0.04
O 16.0972 17.2175 -10.3784 -0.06 -0.25 0.09
H 15.7396 18.5814 -7.5729 -0.42 0.09 -0.05
H 16.3706 16.9948 -7.9097 -0.04 -0.17 -0.35
H 14.5967 17.2530 -8.0432 -0.06 0.16 0.03
C 13.9449 15.0629 -3.7189 -0.99 -0.67 1.49
N 14.0494 14.1043 -4.8496 1.83 0.11 -1.24
O 15.1265 13.6992 -5.1564 -0.10 -0.03 0.36
O 13.0570 13.7875 -5.5545 -2.48 -0.40 -0.26
H 14.1449 16.1025 -3.9676 -0.17 -0.13 -0.68
H 14.6550 14.7697 -2.9467 0.31 -0.22 -0.37
H 12.9627 14.8878 -3.2839 -0.15 0.49 -0.19
C 11.6653 14.9058 -11.7388 -0.23 -1.82 0.27
N 10.8680 15.0661 -10.4752 0.01 1.35 -0.99
O 10.1680 16.0074 -10.4172 -0.43 -0.04 0.72
O 11.0484 14.2488 -9.5366 -0.05 -1.71 1.69
H 12.5783 15.4830 -11.6294 -0.14 0.24 -0.11
H 11.0240 15.1368 -12.5836 0.06 0.63 0.13
H 11.8569 13.8342 -11.7817 0.38 0.10 -0.08
C 17.5065 12.6822 -15.0841 0.15 0.20 0.56
C 17.6304 13.5360 -13.9928 0.78 -0.06 -1.76
C 16.6051 13.6455 -13.0851 -0.64 -0.03 1.14
C 15.4551 12.7633 -13.0934 0.57 0.68 -1.45
C 15.3510 11.9256 -14.1800 -0.15 -0.66 0.77
C 16.3402 11.8925 -15.1713 -0.90 -0.76 0.28
H 18.2847 12.5552 -15.8258 0.02 0.26 0.00
H 18.5148 14.1595 -14.0077 -0.10 0.16 0.56
H 16.6453 14.3813 -12.2891 0.19 0.12 -0.12
H 14.6631 12.9427 -12.3813 0.05 -0.40 0.17
H 14.6104 11.1392 -14.2483 -0.44 0.40 -0.01
H 16.1385 11.1531 -15.9376 0.53 0.23 -0.37

(2)
20
Properties=species:S:1:pos:R:3:forces:R:3 method="wB97M-V/def2-TZVPD" relative_energy_kj_mol=465.8 homo_ev="-5.662 / -4.913" gap_ha="0.1625 / 0.1071" total_charge=0
C -0.4402 1.8235 0.7408 0.39 0.41 3.29
C 1.0730 1.2861 0.7642 -2.29 3.54 0.19
C -1.6052 0.9214 0.9334 0.69 -0.35 -0.21
C 1.7899 -0.5210 -0.5146 0.92 0.19 -1.86
C 2.1804 -1.1032 -1.8844 0.18 1.88 -0.06
C -2.8366 -1.3997 0.0992 1.98 1.79 4.41
O 1.4945 0.7735 -0.4339 0.37 -3.35 -1.70
S -2.6678 0.3501 -0.2715 0.07 0.14 -0.57
Cl 2.3376 -1.4142 0.8209 -0.28 0.12 0.21
Cl -1.4121 -2.3923 -0.2441 0.28 -0.34 -0.10
H -0.4608 2.5953 1.6427 0.34 -1.59 -1.26
H -0.5183 2.5171 -0.0237 -0.28 0.97 -2.20
H 1.6956 2.1656 0.8247 0.16 0.46 0.76
H 1.1329 0.6851 1.6010 0.63 -1.59 1.41
H -1.8963 0.6276 1.9259 0.12 0.10 0.42
H 1.5538 -1.9255 -2.1353 -0.56 -0.72 -0.13
H 3.2178 -1.3818 -2.0784 0.25 -0.45 1.18
H 2.1361 -0.3574 -2.6898 -0.93 0.19 0.43
H -3.6690 -1.7627 -0.3104 -3.04 -1.50 -2.42
H -3.1054 -1.4875 1.2332 1.02 0.12 -1.77

(3)
105
Properties=species:S:1:pos:R:3:forces:R:3 method="wB97M-V/def2-TZVPD" multiplicity=5 homo_ev="-8.334 / -8.347" s_squared=6.004 gap_ha="0.3072 / 0.3077" total_charge=0
Ho 0.0515 -0.1434 0.0686 -2.64 0.70 3.03
O 0.4851 -0.4027 -3.8537 0.18 -0.07 0.57
C 0.5877 -0.4865 -2.6457 0.37 0.05 -1.68
O -0.3942 -0.6431 -1.8255 -0.45 -1.10 -2.18
C 1.9884 -0.3968 -1.9463 1.39 -0.12 -1.62
O 3.0056 -0.3308 -2.6088 -0.88 -0.20 0.18
O 1.9498 -0.3965 -0.6494 1.43 -0.29 -0.30
O 0.8671 1.8196 0.5376 -0.19 0.49 0.06
As 2.4559 1.6348 0.9442 3.02 1.59 1.12
C 2.5976 0.4548 2.4986 -0.21 0.23 -0.36
C 1.6019 0.6345 3.4555 -0.09 0.36 -0.26
C 1.6223 -0.0956 4.6323 0.09 0.04 0.08
C 2.6429 -1.0015 4.8673 -0.09 0.19 0.01
C 3.6345 -1.1797 3.9197 0.17 0.06 -0.13
C 3.6160 -0.4587 2.7379 0.16 -0.05 -0.21
C 3.8365 1.5262 -0.4419 -0.43 0.05 0.24
C 3.7091 2.4807 -1.4419 -0.39 0.19 0.26
C 4.5473 2.4473 -2.5412 0.00 0.04 -0.06
C 5.5222 1.4703 -2.6367 0.04 0.01 0.06
C 5.6599 0.5323 -1.6303 0.07 0.05 0.13
C 4.8161 0.5530 -0.5344 -0.02 -0.11 0.28
C 2.8533 3.4643 1.6147 -0.20 -0.36 -0.34
C 1.7992 4.2207 2.1179 -0.17 -0.37 -0.01
C 1.9533 5.5755 2.3548 -0.06 0.00 0.04
C 3.1582 6.1930 2.0696 0.05 0.03 -0.03
C 4.2185 5.4468 1.5830 0.05 0.01 0.03
C 4.0726 4.0873 1.3627 0.04 -0.39 0.05
H 0.8061 1.3514 3.2632 0.05 -0.17 0.10
H 0.8432 0.0373 5.3667 -0.11 0.06 0.04
H 2.6622 -1.5832 5.7740 -0.02 -0.06 0.09
H 4.4239 -1.8912 4.1014 0.08 -0.09 -0.01
H 4.3927 -0.6186 2.0057 0.01 -0.03 0.06
H 2.9278 3.2347 -1.3488 0.15 -0.06 -0.19
H 4.4183 3.1603 -3.3406 -0.02 0.11 -0.04
H 6.1595 1.4221 -3.5059 0.05 0.02 -0.09
H 6.3934 -0.2538 -1.7156 0.11 -0.06 0.00
H 4.8963 -0.2240 0.2107 0.01 -0.03 -0.11
H 0.8420 3.7378 2.2878 0.02 0.10 -0.03
H 1.1256 6.1571 2.7325 -0.09 0.03 0.05
H 3.2648 7.2581 2.2074 0.04 0.10 0.06
H 5.1540 5.9286 1.3459 0.13 0.04 0.02
H 4.9030 3.5063 0.9741 -0.06 0.12 -0.04
C -5.4308 5.2377 -2.6180 0.09 -0.24 0.19
C -4.5657 4.0255 -2.2805 0.10 0.19 -0.10
C -4.2911 3.2077 -3.5377 -0.04 -0.08 0.30
C -3.2489 4.4876 -1.6321 -0.75 0.38 -0.43
N -2.5010 3.3755 -1.1204 0.35 -0.80 1.15
C -2.5741 2.7402 0.0623 0.20 -0.15 -0.19
N -1.7643 1.7051 0.0263 -0.60 0.64 0.42
N -1.1953 1.7375 -1.1846 -0.07 0.30 0.14
N -1.6259 2.7094 -1.8634 0.28 0.54 -1.27
H -6.3519 4.8987 -3.0844 -0.12 0.06 -0.07
H -4.9172 5.8929 -3.3182 0.05 0.09 -0.09
H -5.6880 5.8114 -1.7301 -0.04 0.09 0.08
H -5.0980 3.4006 -1.5543 0.06 0.01 0.01
H -3.9167 3.8532 -4.3285 0.08 0.07 -0.14
H -5.2080 2.7354 -3.8789 -0.08 -0.06 -0.10
H -3.5527 2.4314 -3.3546 -0.01 -0.13 -0.09
H -3.4506 5.1806 -0.8122 0.12 -0.06 -0.03
H -2.6296 4.9815 -2.3823 0.06 0.03 0.12
H -3.1762 3.0509 0.8911 -0.19 0.03 0.12
F 2.0182 -6.2055 -0.2630 0.12 0.04 0.24
C 2.1595 -5.6133 0.9360 -0.57 0.20 -0.07
C 1.2163 -4.7542 1.3753 0.63 -0.81 -0.65
N 1.3128 -4.1312 2.5864 0.29 0.09 0.36
C 0.3589 -3.1140 2.9717 -0.15 0.50 -0.12
C 0.1917 -2.0215 1.8910 -0.12 -1.03 1.52
O -0.4437 -0.9821 2.1932 -0.13 0.05 0.51
O 0.6430 -2.2436 0.7554 0.48 -0.38 -0.34
C 2.3767 -4.3817 3.4371 -0.25 -0.10 -0.19
O 2.4825 -3.8724 4.5305 0.08 0.04 0.40
N 3.3032 -5.2729 2.9566 0.33 -0.08 0.10
C 3.3254 -5.9555 1.7353 -0.25 0.15 0.07
O 4.2170 -6.7230 1.4709 0.05 -0.08 -0.16
H 0.3637 -4.5194 0.7563 0.06 -0.05 0.04
H 0.7218 -2.6581 3.8954 -0.18 -0.08 -0.17
H -0.6240 -3.5584 3.1625 0.08 0.08 0.04
H 4.0788 -5.4692 3.5826 -0.21 0.04 -0.14
C -3.0456 -2.8242 1.2020 0.36 0.18 -0.18
P -2.1351 -1.9730 -0.1834 -1.55 -0.86 0.02
C -1.7661 -3.4093 -1.2529 0.04 0.16 -0.05
C -1.4228 -3.2025 -2.5892 0.03 0.11 0.04
C -0.9389 -4.2423 -3.3625 -0.01 0.02 -0.09
C -0.7868 -5.5081 -2.8227 -0.06 0.01 -0.02
C -1.1693 -5.7354 -1.5133 0.05 -0.10 0.00
C -1.6542 -4.6994 -0.7326 -0.09 0.09 0.00
C -3.6222 -1.1482 -0.8860 0.20 0.02 0.11
C -4.2812 -1.4277 -2.0752 0.10 0.02 0.02
C -5.4211 -0.7125 -2.4173 -0.11 -0.03 -0.06
C -5.9145 0.2750 -1.5829 0.01 0.04 0.01
C -5.2494 0.5729 -0.4038 -0.05 0.02 0.10
C -4.1108 -0.1306 -0.0636 -0.01 -0.13 -0.01
H -3.7852 -3.5148 0.7958 0.00 0.03 0.07
H -3.5347 -2.0706 1.8169 0.02 -0.01 -0.03
H -2.3452 -3.3637 1.8372 -0.03 -0.06 0.04
H -1.4776 -2.2083 -3.0079 -0.02 -0.02 -0.07
H -0.6616 -4.0448 -4.3861 0.07 0.00 -0.12
H -0.3706 -6.3103 -3.4134 0.00 -0.07 -0.07
H -1.0734 -6.7239 -1.0917 0.02 -0.11 0.09
H -1.9334 -4.9207 0.2881 -0.04 0.06 0.07
H -3.9121 -2.1982 -2.7380 0.01 -0.05 0.01
H -5.9441 -0.9383 -3.3347 0.00 -0.05 -0.11
H -6.8200 0.8057 -1.8360 -0.08 0.06 -0.10
H -5.6307 1.3413 0.2565 -0.03 0.04 0.05
H -3.5798 0.0961 0.8566 -0.13 0.00 -0.04

(4)
85
Properties=species:S:1:pos:R:3:forces:R:3 method="wB97M-V/def2-TZVPD" relative_energy_kj_mol=26.0 homo_ev=-9.206 gap_ha=0.3338 total_charge=0
C 1.5582 3.3814 -1.8049 -0.46 1.22 2.78
C 2.9502 3.9074 -1.3239 -0.72 1.19 -2.83
O 3.8102 3.9874 -2.4749 0.76 -1.04 -0.52
H 1.0112 3.2114 -0.7939 0.64 -0.05 -1.85
H 1.5872 2.4714 -2.3969 0.43 -0.17 0.24
H 0.8972 4.0844 -2.3319 0.70 0.14 0.10
H 3.2982 3.3104 -0.5459 0.87 -1.57 1.10
H 3.0742 4.9244 -0.9949 -1.48 0.59 0.88
H 4.7242 4.1864 -2.2189 -0.50 -0.06 0.07
C 2.4462 -1.9306 -2.0769 -6.20 4.11 -6.38
O 1.5122 -1.3956 -2.9379 4.21 -2.64 3.75
N 3.6822 -1.5716 -2.1289 7.01 1.63 -0.48
N 2.1352 -2.6796 -1.0989 -1.42 -3.13 4.05
H 4.1402 -0.9216 -2.8199 -1.55 -1.21 0.77
H 4.4052 -2.0606 -1.5429 -1.32 0.61 -0.90
H 1.1832 -3.0256 -1.0819 0.51 -0.03 0.14
H 2.7062 -2.8776 -0.2389 -0.41 0.00 -1.37
C -0.6968 -0.1526 -0.3479 -5.81 1.74 -0.31
O -2.0498 -0.0486 -0.3799 5.00 -0.89 -0.24
N 0.0722 0.8474 -0.6689 -0.88 2.48 -1.52
N -0.0518 -1.1676 0.1431 1.78 -3.88 1.24
H -0.4448 1.5424 -1.2209 0.83 0.13 0.37
H 1.0902 0.8234 -0.6389 -0.32 -0.03 -0.29
H -0.6268 -1.9676 0.4491 0.43 0.49 -0.36
H 0.9602 -1.3266 -0.1009 -1.99 0.37 0.29
C 3.0982 0.0544 0.7021 0.83 -0.49 0.82
O 2.7832 0.5864 -0.5459 0.30 1.87 1.48
H 4.1282 -0.1226 1.0421 0.53 0.31 -1.13
H 2.6412 -0.8886 0.8021 -0.70 -1.31 0.36
H 2.7492 0.6494 1.4871 -1.07 1.14 0.88
H 3.1112 -0.0396 -1.1429 0.75 -1.17 -1.99
C 2.2762 -3.1466 2.3781 0.48 0.91 1.99
O 3.3072 -3.4816 1.4691 0.66 0.15 0.42
H 2.2692 -3.7166 3.3671 0.54 0.68 -1.19
H 1.4512 -3.4906 1.8651 -2.31 -0.29 -0.86
H 2.2092 -2.0296 2.5831 0.00 -1.34 -0.19
H 4.1172 -3.2196 1.9021 0.63 -0.05 -0.14
C -1.6498 -3.2956 2.4041 -0.27 0.47 2.18
O -2.0128 -2.8466 1.1161 -0.39 -0.97 0.21
H -0.6148 -3.5996 2.5821 0.17 0.24 -1.17
H -2.1988 -4.1546 2.8081 -0.41 0.07 -0.53
H -1.7818 -2.4796 3.1471 -0.12 -0.31 -0.34
H -2.9868 -2.7956 1.0731 0.76 0.16 -0.09
C -0.9118 0.5704 3.0701 0.24 -1.93 0.47
O 0.3512 0.1844 2.5851 0.80 0.64 0.79
H -1.4558 -0.3356 3.2831 -0.53 -0.53 0.43
H -1.5028 1.0334 2.3461 -0.71 1.27 -1.19
H -0.8578 1.1064 3.9931 0.37 0.62 0.39
H 0.2132 -0.1726 1.7101 -0.03 -0.38 -0.41
C -2.2078 3.3804 1.2331 -1.54 -0.46 -2.18
O -3.0378 4.5334 1.2381 1.22 0.54 -1.00
H -2.0638 3.0244 2.2071 0.93 -0.17 1.58
H -1.3058 3.5904 0.6561 -0.06 -0.10 0.32
H -2.7998 2.5674 0.7531 0.72 0.20 -0.18
H -3.5958 4.3944 1.9671 -1.40 0.14 1.32
C -0.7068 -3.9716 -1.6319 0.74 -0.13 -1.98
O -0.0118 -4.3956 -0.5069 -1.52 -2.28 2.09
H 0.0242 -3.9326 -2.4229 0.17 -0.16 -0.75
H -1.0238 -2.9876 -1.5429 -0.94 1.86 0.49
H -1.5428 -4.5516 -1.9899 -0.22 -0.60 0.33
H -0.6698 -4.9926 -0.0539 1.45 1.03 -0.15
C -4.2438 0.3234 1.8471 0.08 -3.75 -0.38
O -4.6738 0.7014 0.5941 -0.89 1.63 -0.12
H -3.9218 1.0964 2.4581 0.87 1.80 0.70
H -3.4728 -0.4786 1.7361 0.10 0.92 0.28
H -5.0068 -0.1986 2.4251 -0.66 0.08 0.09
H -4.5418 0.0004 -0.0239 0.41 -0.59 -0.55
C 1.1242 3.0104 2.2861 -0.47 -0.84 -0.31
O 1.5612 4.3114 2.5511 0.84 0.02 -0.02
H 0.2632 2.7884 2.8811 -0.07 -0.52 0.91
H 1.9232 2.2614 2.2981 -0.21 0.14 0.80
H 0.7432 2.8744 1.3121 -0.42 0.37 -1.60
H 2.4322 4.0804 2.8671 0.50 1.11 0.32
C -2.3588 1.9984 -2.8619 -0.39 -0.05 -0.16
O -1.3088 2.9074 -2.5859 0.32 0.03 -0.35
H -3.0488 1.9964 -2.0369 -0.48 0.27 0.17
H -1.9598 0.9914 -2.8859 -0.03 -0.36 -0.47
H -2.8098 2.3114 -3.8189 -0.29 -0.54 0.44
H -0.8958 2.9164 -3.4559 0.70 0.54 0.34
C -2.0228 -1.9456 -3.6559 0.36 0.41 1.65
O -2.9878 -1.6256 -2.6929 -1.10 0.17 1.95
H -1.1568 -1.5046 -3.2109 1.50 0.05 -0.88
H -2.3658 -1.4366 -4.4949 0.18 0.53 -2.23
H -1.8468 -3.0066 -3.8209 -0.35 -0.13 0.02
H -2.5928 -0.9566 -2.0709 -0.66 -0.92 -0.36